1.
The following is a DFT calculation (wB97M-V/def2-TZVPD) of a molecular structure, C38H26Cl8OP2V.

Summary:
energy relative to the best compared isomer or geometry (same formula, charge and spin)	0.886	eV
multiplicity	4
expectation value of S²	3.761
LUMO level (alpha / beta)	0.37 / 0.18	eV
frontier orbital gap (alpha / beta)	8.0 / 8.2	eV
highest occupied orbital energy (alpha / beta)	-7.6 / -8.0	eV
net charge	0

The geometry in XYZ format:
```
76
Properties=species:S:1:pos:R:3:forces:R:3
V 1.025 -0.072 -1.264 -0.6497 -0.3201 0.1571
C -2.431 -0.243 0.355 -0.2849 -0.0784 -0.5506
C -2.187 1.076 1.115 1.2077 0.9910 -0.6965
P -0.819 1.102 2.448 0.3608 0.5898 -0.8776
C -1.317 2.609 3.376 -0.5411 -1.2349 0.7799
C -1.183 3.929 3.052 0.6376 2.2354 -1.4677
C -1.695 4.985 3.817 -0.6622 -0.6357 0.8603
C -2.399 4.620 4.983 0.1413 1.8496 -0.0474
C -2.538 3.308 5.336 0.5444 -0.9519 0.1712
C -1.971 2.299 4.568 -0.2433 0.2671 -0.3162
C 0.697 1.790 1.576 -0.0289 -0.4962 0.6268
C 0.696 2.291 0.278 0.4980 -0.1595 -0.5437
C 1.884 2.655 -0.398 -2.2950 -0.0665 -0.1319
C 3.063 2.481 0.239 1.3460 -0.4051 0.2478
C 3.107 1.999 1.539 -2.0692 0.2104 0.3426
C 1.932 1.704 2.256 0.3343 -0.1679 -0.0616
P -0.995 -1.376 -0.034 -0.2260 0.2558 0.7731
C -1.718 -2.652 -1.096 -0.9434 0.2262 -0.7531
C -2.889 -2.412 -1.873 1.0491 -0.6176 -0.4966
C -3.218 -3.387 -2.824 -1.4259 0.7830 0.4732
C -2.583 -4.613 -2.853 -0.5247 0.3663 -1.1676
C -1.489 -4.831 -2.072 1.4486 -2.2915 0.7339
C -1.013 -3.877 -1.216 -2.3248 2.0136 -0.6763
C -0.839 -2.351 1.525 -0.0207 0.0824 0.2744
C -1.922 -2.809 2.306 -0.2791 0.7324 0.4090
C -1.696 -3.250 3.620 -0.8438 -0.0939 0.0561
C -0.400 -3.334 4.103 0.1986 -0.8182 0.6680
C 0.669 -3.059 3.263 0.4163 -0.1491 0.6229
C 0.457 -2.541 2.006 0.1800 0.0495 -0.5440
H -2.917 -0.080 -0.638 0.4596 0.3466 0.7443
H -3.164 -0.802 0.918 -0.1573 -0.4936 0.1357
H -3.051 1.413 1.677 -0.3985 -0.3743 0.1056
H -2.050 1.898 0.373 0.1504 -0.4975 0.5409
H -0.652 4.226 2.137 -0.1346 -0.3310 0.2582
H -1.609 6.056 3.559 0.1645 -0.9235 -0.0502
H -2.804 5.398 5.669 0.2969 -0.5748 -0.7199
H -2.980 3.049 6.273 -0.4525 -0.0853 0.4201
H -2.045 1.254 4.834 -0.1219 -0.0606 0.3083
H -0.218 2.368 -0.276 -0.3895 0.1007 -0.0545
H 1.802 2.976 -1.436 0.1849 0.0523 0.3180
H 3.959 2.576 -0.348 0.4330 0.3567 0.2131
H 4.011 1.812 2.018 1.5840 -0.1267 0.6385
H 2.014 1.360 3.326 -0.2566 0.2662 -1.3412
H -3.529 -1.507 -1.891 0.8752 -0.5554 0.3891
H -4.104 -3.145 -3.441 0.6708 -0.5198 0.1416
H -2.887 -5.360 -3.567 -0.1698 -0.1622 -0.0532
H -0.984 -5.841 -2.062 -0.5762 1.2465 -0.2603
H -0.166 -4.010 -0.639 1.6433 -0.4502 1.0704
H -2.978 -2.692 1.993 0.8609 -0.1260 -0.0682
H -2.546 -3.522 4.301 0.8520 0.2948 -0.9358
H -0.224 -3.730 5.127 -0.0960 0.4602 -0.8331
H 1.685 -3.233 3.611 -0.1705 0.1071 -0.0295
H 1.330 -2.302 1.375 -0.5480 0.0569 0.3294
Cl 8.275 0.517 -1.849 -0.4955 0.0221 -0.0388
C 6.527 0.622 -1.963 -0.4940 -0.6346 0.6907
C 5.720 -0.119 -1.084 -0.0320 -0.4379 -0.1021
C 4.317 -0.090 -1.220 2.0385 1.2207 -0.9864
Cl 3.317 -0.929 -0.147 -0.9467 -0.8363 0.8385
C 3.698 0.724 -2.170 -0.1144 0.2955 -0.4080
O 2.413 0.768 -2.335 0.7756 0.3548 -0.3500
C 4.580 1.545 -2.942 -1.5076 -0.6231 -0.2465
Cl 3.850 2.614 -4.078 -0.2170 0.2229 -0.1783
C 5.927 1.444 -2.921 1.4273 0.1843 0.3866
H 6.122 -0.808 -0.322 0.0856 0.6199 -0.5157
H 6.510 2.055 -3.614 -0.0680 -0.3038 0.3507
Cl -1.628 2.409 -2.424 -0.6057 0.9614 0.4467
C -1.451 0.921 -3.256 -1.4692 1.2904 -1.5168
C -0.416 0.165 -2.880 0.9510 -1.6568 0.3511
C -0.229 -0.940 -3.697 0.7035 -0.3244 0.0053
Cl 1.133 -1.906 -3.082 -0.0798 -0.5280 -0.3621
C -0.931 -1.301 -4.840 -0.6468 0.5763 0.7851
Cl -0.667 -2.759 -5.689 0.2475 -0.0825 -0.0463
C -2.043 -0.480 -5.147 0.1995 0.2173 0.7915
Cl -3.188 -0.987 -6.308 -0.0570 -0.0044 -0.3919
C -2.288 0.665 -4.374 0.2701 -0.4680 0.4096
Cl -3.670 1.667 -4.678 0.3309 -0.2390 -0.0460
```
Forces are in eV/Å.

***

2.
The following is a DFT calculation (wB97M-V/def2-TZVPD) of a molecular structure, C38H27F6N5O6PS2Y.

Summary:
energy relative to the best compared isomer or geometry (same formula, charge and spin)	0.874	eV
LUMO level	-0.22	eV
frontier orbital gap	7.0	eV
highest occupied orbital energy	-7.2	eV
net charge	0

The geometry in XYZ format:
```
86
Properties=species:S:1:pos:R:3:forces:R:3
Y -0.223 0.235 0.124 0.4952 -0.1152 -0.9358
O -1.659 -2.996 2.777 -0.0421 -0.0361 0.0035
C -1.015 -2.217 2.087 -0.0479 0.0082 0.0122
N -1.328 -0.963 1.698 -0.1014 0.0651 0.1853
C -2.442 -0.297 2.287 -0.0234 0.0421 0.0932
C -3.002 -0.621 3.520 -0.0015 0.0520 -0.0487
C -4.017 0.162 4.055 0.0385 -0.0932 0.0519
C -4.481 1.269 3.370 -0.0427 0.0852 -0.0451
C -3.930 1.614 2.143 0.0399 -0.0658 0.0117
C -2.913 0.835 1.593 -0.0894 0.0636 0.0460
N -2.305 1.053 0.342 0.0316 0.0758 0.2675
C -2.623 2.081 -0.464 -0.0701 -0.0660 -0.0562
O -3.229 3.114 -0.222 -0.1037 0.0831 0.0194
C -2.248 1.796 -1.911 -0.0541 -0.0113 0.2185
C -2.705 2.663 -2.886 0.0485 -0.0690 -0.1681
C -2.641 2.259 -4.209 0.0357 -0.0287 -0.0347
C -2.143 0.997 -4.499 -0.1566 0.0126 0.0032
C -1.651 0.227 -3.460 0.0471 0.0179 -0.0279
N -1.655 0.624 -2.187 0.0707 -0.0031 0.1844
C 0.348 -2.674 1.617 -0.0125 0.0144 -0.0521
C 0.824 -3.910 2.023 0.0428 -0.0614 0.0036
C 2.110 -4.278 1.670 -0.0202 -0.0668 0.0497
C 2.882 -3.392 0.934 0.0693 0.0057 -0.0218
C 2.323 -2.187 0.558 -0.0812 -0.0719 0.0300
N 1.074 -1.833 0.873 -0.0741 0.1210 -0.0450
H -2.650 -1.486 4.056 0.0138 -0.0272 0.0049
H -4.438 -0.104 5.017 0.0004 0.0082 -0.0170
H -5.270 1.881 3.789 0.0191 -0.0153 -0.0134
H -4.266 2.489 1.613 -0.0177 0.0168 -0.0100
H -3.133 3.604 -2.571 -0.0246 -0.0320 -0.0091
H -3.003 2.904 -5.001 0.0054 -0.0202 0.0121
H -2.113 0.610 -5.508 -0.0200 0.0243 0.0380
H -1.227 -0.746 -3.669 -0.0946 0.0628 0.0131
H 0.172 -4.534 2.618 0.0237 0.0308 -0.0276
H 2.510 -5.238 1.977 -0.0153 0.0583 -0.0212
H 3.903 -3.619 0.652 -0.0705 0.0051 0.0193
H 2.895 -1.474 -0.010 0.0733 0.0921 -0.0666
F 1.108 0.542 2.869 0.1198 0.1027 0.1022
C 2.381 0.988 2.923 -0.0905 0.0641 -0.1925
F 2.509 1.827 3.929 -0.0525 0.0776 0.1444
F 3.184 -0.050 3.101 -0.0094 -0.1481 0.0309
S 2.783 1.789 1.308 -0.0825 0.0324 -0.0085
O 2.111 0.891 0.368 -0.0695 -0.2238 0.1167
O 4.203 1.833 1.248 0.0434 0.0020 -0.0455
N 2.136 3.197 1.367 -0.0087 0.0340 0.0603
S 0.816 3.664 0.644 0.1312 0.0187 0.0510
O 0.952 4.961 0.086 0.0336 0.0477 -0.0657
O 0.229 2.630 -0.205 -0.2028 -0.2322 0.1611
C -0.353 3.832 2.060 0.0718 -0.0482 -0.0700
F 0.226 4.502 3.046 0.0243 -0.0546 0.0775
F -0.690 2.609 2.493 0.1215 0.0935 0.0283
F -1.424 4.473 1.659 -0.2447 0.0657 -0.0267
C 6.162 -0.941 -3.047 0.0259 -0.0143 -0.0427
C 5.313 -1.575 -3.949 0.0075 0.0093 0.0081
C 3.943 -1.541 -3.755 0.0373 -0.0356 0.0077
C 3.391 -0.900 -2.641 0.0330 -0.0008 -0.0871
C 4.251 -0.248 -1.763 0.0210 -0.0159 -0.0136
C 5.627 -0.270 -1.962 0.0024 0.0288 0.0512
P 1.564 -0.784 -2.442 0.1907 0.1303 0.0430
C 1.190 -0.129 -4.106 -0.0397 -0.1323 -0.0979
C 1.178 1.254 -4.259 0.0983 0.0240 -0.0551
C 0.920 1.817 -5.501 0.0861 0.0274 0.0127
C 0.663 1.002 -6.594 0.0264 0.0445 -0.0424
C 0.666 -0.379 -6.446 -0.0092 -0.0288 0.0180
C 0.930 -0.944 -5.207 0.0038 0.0551 0.0170
C 0.948 -2.509 -2.437 -0.0034 -0.0632 -0.0843
C 1.727 -3.647 -2.632 0.0582 -0.0066 0.0424
C 1.173 -4.913 -2.494 -0.0027 -0.0354 0.0068
C -0.165 -5.065 -2.159 0.0060 -0.0681 -0.0169
C -0.952 -3.941 -1.954 0.0017 0.0244 -0.0037
C -0.395 -2.679 -2.089 0.0011 -0.0626 0.0358
H 7.235 -0.957 -3.205 -0.0647 -0.0075 0.0081
H 5.719 -2.085 -4.814 -0.0085 0.0227 0.0248
H 3.300 -2.005 -4.492 -0.0091 -0.0008 0.0118
H 3.860 0.305 -0.925 -0.0661 0.0147 0.0711
H 6.270 0.255 -1.264 -0.0402 -0.0446 -0.0497
H 1.355 1.897 -3.403 -0.0011 -0.0055 0.0077
H 0.910 2.895 -5.610 -0.0043 -0.0303 0.0039
H 0.456 1.443 -7.562 0.0070 -0.0228 0.0463
H 0.462 -1.018 -7.297 0.0051 0.0112 0.0086
H 0.918 -2.023 -5.090 -0.0164 0.0183 -0.0109
H 2.780 -3.557 -2.861 -0.0395 0.0114 0.0029
H 1.798 -5.786 -2.640 -0.0413 0.0462 0.0040
H -0.591 -6.055 -2.045 0.0347 0.0632 -0.0013
H -1.994 -4.037 -1.673 0.0314 -0.0182 -0.0084
H -1.035 -1.820 -1.912 -0.0083 0.0688 0.0510
```
Forces are in eV/Å.

***

3.
The following is a DFT calculation (wB97M-V/def2-TZVPD) of a molecular structure, C38H28MnN8O4S2.

Summary:
multiplicity	2
expectation value of S²	0.837
LUMO level (alpha / beta)	-7.04 / -7.01	eV
frontier orbital gap (alpha / beta)	5.3 / 5.3	eV
highest occupied orbital energy (alpha / beta)	-12.4 / -12.4	eV
net charge	+2

The geometry in XYZ format:
```
81
Properties=species:S:1:pos:R:3:forces:R:3
Mn 0.694 -0.490 0.924 1.0673 -0.3515 -0.5279
O -1.982 1.196 2.769 0.2133 0.0895 0.1115
C -0.961 0.569 2.910 -0.2958 -0.3330 0.3895
N 0.291 1.032 2.505 -0.0848 0.0133 -0.4933
C 1.398 0.902 3.425 0.4757 0.0545 0.1579
C 1.312 1.269 4.755 -0.0733 0.0470 -0.0794
C 2.435 1.120 5.556 -0.0224 0.0363 0.0906
C 3.616 0.636 5.012 -0.0382 -0.0201 -0.0302
C 3.696 0.261 3.679 -0.0696 -0.0541 -0.1623
C 2.566 0.371 2.874 -0.1097 0.1090 0.2891
N 2.427 -0.021 1.539 -0.1970 -0.0407 -0.0424
C 3.484 0.048 0.669 -0.1409 0.1776 -0.0546
O 4.625 0.344 0.935 0.0347 -0.1028 -0.0563
C 3.026 -0.234 -0.727 0.1958 0.0436 -0.1427
C 3.915 -0.248 -1.783 -0.0536 0.0280 0.1412
C 3.434 -0.523 -3.053 -0.0936 -0.0061 0.0762
C 2.071 -0.722 -3.213 0.1221 0.0425 -0.0264
C 1.240 -0.677 -2.108 -0.2467 -0.1263 -0.0019
N 1.716 -0.467 -0.881 0.0874 0.1754 0.0774
C -0.850 -0.825 3.415 -0.2595 -0.2405 0.0577
C -1.657 -1.302 4.425 0.0731 0.1495 -0.1117
C -1.469 -2.610 4.853 0.0792 -0.0230 -0.1251
C -0.489 -3.364 4.234 -0.0783 0.0513 0.1679
C 0.247 -2.815 3.190 0.2196 -0.0538 -0.1990
N 0.074 -1.566 2.767 -0.2085 0.2486 0.0111
H 0.388 1.661 5.163 -0.0150 0.0330 0.0144
H 2.387 1.385 6.602 0.0010 0.0336 0.0086
H 4.493 0.537 5.637 -0.0011 0.0042 0.0226
H 4.614 -0.122 3.262 0.0334 0.0001 0.0210
H 4.957 -0.054 -1.572 0.0148 -0.0040 -0.0145
H 4.109 -0.584 -3.895 -0.0158 0.0345 -0.0358
H 1.649 -0.924 -4.187 -0.0553 0.0154 0.0067
H 0.174 -0.823 -2.207 0.0103 -0.0089 0.0354
H -2.402 -0.647 4.855 -0.0094 -0.0179 0.0455
H -2.076 -3.021 5.648 0.0193 -0.0314 0.0194
H -0.287 -4.377 4.547 0.0148 -0.0299 -0.0368
H 0.998 -3.401 2.677 -0.0440 -0.0033 -0.0253
C -3.448 -1.314 -0.279 0.0643 -0.0543 0.0237
C -3.303 -2.461 -1.040 0.0425 0.0608 0.0084
C -2.053 -3.043 -1.121 0.0427 0.0134 -0.0263
C -0.978 -2.471 -0.455 -0.1478 -0.0616 0.0083
N -1.104 -1.305 0.220 0.0310 -0.0967 -0.1661
C -2.326 -0.768 0.308 -0.3091 0.1168 0.0318
C 0.341 -3.095 -0.335 0.0514 0.2329 0.2190
C 0.660 -4.348 -0.854 -0.0176 0.0486 0.0365
C 1.905 -4.907 -0.624 0.0031 -0.0367 -0.0416
C 2.838 -4.221 0.138 -0.1604 -0.0265 -0.0521
C 2.540 -2.958 0.634 0.1902 0.4582 0.3373
C 1.297 -2.393 0.403 -0.3564 -0.5396 -0.3014
H -4.402 -0.825 -0.156 -0.0128 0.0510 -0.0368
H -4.147 -2.893 -1.558 -0.0116 -0.0199 -0.0011
H -1.911 -3.944 -1.699 0.0051 -0.0409 0.0407
H -2.446 0.136 0.885 0.1314 0.0775 -0.0621
H -0.064 -4.892 -1.444 -0.0358 -0.0372 0.0240
H 2.144 -5.875 -1.041 0.0092 -0.0214 0.0207
H 3.808 -4.657 0.337 0.0294 0.0236 0.0145
H 3.303 -2.432 1.194 -0.0345 -0.0131 0.0236
N -2.568 5.579 -6.639 0.0412 0.0540 -0.0566
C -2.564 4.650 -5.659 -0.0190 -0.1288 0.1563
C -2.945 4.990 -4.346 0.0321 -0.0335 -0.0321
C -2.949 4.038 -3.354 0.0235 0.0230 -0.0356
C -2.569 2.733 -3.652 0.1018 -0.4349 0.4426
C -2.195 2.370 -4.943 -0.0031 0.0041 0.0120
C -2.187 3.319 -5.935 0.0070 0.0381 -0.0185
S -2.648 1.511 -2.408 -0.5663 0.6966 0.5796
O -3.491 2.008 -1.323 0.5354 0.0235 -0.2560
O -2.962 0.235 -2.962 0.3094 -0.1479 -0.1817
N -1.107 1.344 -1.757 0.3178 0.1534 0.7873
C -0.786 1.771 -0.596 -0.8188 -0.1853 -1.3451
S -1.744 3.241 0.240 0.2801 -0.1808 0.3125
C -0.834 3.086 1.571 -0.3106 0.0016 -0.3593
C 0.276 2.081 1.470 0.0587 0.0510 -0.3082
N 0.154 1.366 0.229 0.0476 -0.2700 0.6590
H -2.887 6.514 -6.461 -0.0129 -0.0035 -0.0356
H -2.377 5.322 -7.590 -0.0073 0.0385 -0.0044
H -3.260 6.001 -4.125 -0.0071 0.0285 -0.0110
H -3.287 4.284 -2.357 -0.0289 0.0653 0.0034
H -1.945 1.338 -5.150 0.0314 0.0089 -0.0956
H -1.907 3.047 -6.944 -0.0046 -0.0152 -0.0245
H -0.964 3.703 2.450 -0.0083 0.1149 0.0043
H 1.232 2.619 1.530 -0.0624 0.0241 0.1283
```
Forces are in eV/Å.

***

Max |F| readings, ordered: 0.061, 0.021, 0.031 Eh/bohr